#w
# C3H12N2O3S

A 3-piece molecular cluster, C3H12N2O3S overall (wB97M-V/def2-TZVPD, OMol25).

Structure (XYZ):
```
21
C3H12N2O3S, DFT wB97M-V/def2-TZVPD
N -1.020 0.071 -1.622
C -0.475 0.497 -0.315
C -0.553 -0.525 0.813
S -2.257 -1.011 1.237
C 1.010 0.815 -0.588
N 1.344 2.109 -0.915
O 1.885 -0.052 -0.531
H -0.639 -0.825 -1.920
H -2.028 -0.045 -1.658
H -1.029 1.452 0.010
H -0.095 -0.189 1.733
H 0.098 -1.443 0.561
H -2.401 -2.089 0.473
H 0.632 2.831 -1.036
H 2.293 2.330 -1.119
H 1.120 2.019 2.916
H 2.010 1.535 1.791
O 1.119 1.810 1.952
H 1.378 -1.595 -1.230
H 1.411 -3.097 -1.273
O 0.898 -2.345 -1.511
```

For the LUMO energy, the calculation gives 0.47 eV. The HOMO-LUMO gap comes out at 9.399 eV. As for the SMILES: NC(=O)[C@@H](N)CS.O.O.


#x
# C3H12N2O3S

A 3-piece molecular cluster, C3H12N2O3S overall (wB97M-V/def2-TZVPD, OMol25).

Structure (XYZ):
```
21
C3H12N2O3S, DFT wB97M-V/def2-TZVPD
C 1.772 0.315 0.271
C 1.671 -0.078 1.716
S 0.160 -0.613 2.664
N 0.630 1.207 -0.115
C -0.361 0.905 -1.015
N -0.109 0.598 -2.374
O -1.540 1.070 -0.737
H 2.633 1.063 0.203
H 1.850 -0.473 -0.492
H 2.020 0.833 2.253
H 2.312 -0.843 2.211
H -0.422 0.578 3.097
H 0.291 1.520 0.818
H 0.767 0.906 -2.751
H -0.799 0.938 -3.024
H -0.620 -3.184 -1.453
H 0.107 -2.312 -0.283
O 0.200 -2.864 -1.074
H -3.035 -0.101 -0.552
H -3.747 0.674 0.571
O -3.782 -0.141 0.068
```

For the LUMO energy, the calculation gives 0.33 eV. The HOMO-LUMO gap comes out at 10.045 eV. As for the SMILES: NC(=O)NCCS.O.O.


Most stable: #w